Formula: C18H32As3NS2Tc
Source: the OMol25 dataset
Level of theory: ωB97M-V with the def2-TZVPD basis set

Structure (XYZ):
```
57
Properties=species:S:1:pos:R:3
Tc -0.289 0.361 -1.444
C 2.535 2.651 -2.409
As 2.140 1.022 -1.453
C 3.321 -0.256 -2.299
C 2.932 1.331 0.304
C 2.355 0.510 1.470
C 3.394 0.516 2.602
C 1.085 1.185 2.018
As -0.270 1.765 0.722
C 0.040 3.668 0.531
C -1.901 1.708 1.774
C 2.130 -0.961 1.067
As 0.479 -1.453 0.128
C 0.962 -3.127 -0.716
C -0.657 -2.019 1.598
H 3.604 2.850 -2.347
H 1.983 3.485 -1.980
H 2.243 2.532 -3.451
H 4.354 -0.009 -2.057
H 3.175 -0.192 -3.376
H 3.101 -1.271 -1.978
H 2.844 2.398 0.521
H 3.999 1.128 0.187
H 3.696 1.535 2.847
H 4.287 -0.039 2.308
H 2.991 0.054 3.504
H 1.367 2.089 2.563
H 0.581 0.534 2.736
H -0.056 4.139 1.509
H -0.695 4.096 -0.149
H 1.037 3.855 0.139
H -1.667 1.961 2.807
H -2.358 0.722 1.726
H -2.602 2.443 1.385
H 2.141 -1.592 1.959
H 2.965 -1.299 0.447
H 1.689 -2.955 -1.505
H 0.079 -3.591 -1.148
H 1.385 -3.789 0.040
H -1.121 -1.168 2.091
H -0.036 -2.556 2.314
H -1.440 -2.680 1.232
S -0.063 0.344 -3.477
S -4.824 0.993 -0.884
C -3.165 1.202 -1.143
N -2.423 0.120 -1.130
C -3.221 -1.013 -0.962
C -2.807 -2.342 -1.066
C -3.746 -3.336 -0.906
C -5.093 -3.029 -0.656
C -5.526 -1.723 -0.605
C -4.574 -0.717 -0.774
H -2.747 2.186 -1.307
H -1.782 -2.574 -1.319
H -3.451 -4.373 -0.997
H -5.807 -3.832 -0.534
H -6.571 -1.486 -0.457
```

Calculated values
**2S+1**: 2
**Frontier orbital gap (alpha / beta)**: 7.1 / 7.0 eV
**Charge**: +2
**<S²>**: 0.76
**ΔE to the lowest compared entry with this formula, charge and spin**: 0.0 kcal per mole

Atom charges from the Mulliken analysis, given in e for atoms 1 to 4: -0.10, -1.14, 0.70, -1.10

Formula: C57H123N4O7P
Source: the OMol25 dataset
Level of theory: ωB97M-V with the def2-TZVPD basis set

Structure (XYZ):
```
192
Properties=species:S:1:pos:R:3
C 6.219 3.874 -6.852
C 5.323 2.961 -6.021
C 3.868 3.396 -6.047
C 2.782 2.446 -5.468
N 1.394 3.211 -5.372
C 0.438 2.118 -4.862
C -0.477 2.904 -3.917
C 0.486 3.814 -3.169
C 1.247 4.410 -4.347
C 0.900 3.760 -6.701
H 6.126 3.647 -7.916
H 7.256 3.855 -6.522
H 5.958 4.935 -6.825
H 5.619 2.916 -4.971
H 5.500 1.986 -6.480
H 3.698 3.634 -7.103
H 3.746 4.379 -5.587
H 3.117 2.163 -4.467
H 2.533 1.532 -6.004
H -0.212 1.739 -5.649
H 0.924 1.350 -4.263
H -1.325 3.389 -4.400
H -0.869 2.250 -3.136
H -0.016 4.535 -2.527
H 1.143 3.219 -2.532
H 0.739 5.299 -4.716
H 2.277 4.704 -4.151
H 1.551 4.585 -6.977
H -0.163 3.988 -6.730
H 1.061 2.890 -7.339
C 5.344 -5.418 8.817
C 4.904 -4.972 7.377
C 3.489 -4.286 7.508
C 3.291 -3.577 6.179
N 2.016 -2.729 6.155
C 0.691 -3.512 5.965
C 0.468 -3.786 4.457
C 1.369 -2.746 3.811
C 2.064 -1.919 4.852
C 1.835 -1.774 7.368
H 4.918 -6.350 9.190
H 5.090 -4.661 9.560
H 6.423 -5.540 8.915
H 4.864 -5.776 6.643
H 5.666 -4.275 7.024
H 3.381 -3.726 8.434
H 2.820 -5.146 7.587
H 3.263 -4.264 5.334
H 4.205 -2.999 6.033
H -0.135 -2.896 6.318
H 0.775 -4.446 6.520
H -0.582 -3.630 4.219
H 0.708 -4.786 4.100
H 0.842 -2.136 3.076
H 2.128 -3.257 3.215
H 1.478 -1.005 4.959
H 3.037 -1.641 4.450
H 1.031 -1.151 6.968
H 2.716 -1.135 7.343
H 1.450 -2.195 8.291
C -0.129 4.714 0.050
C -0.465 5.011 1.477
C 0.630 4.568 2.472
C 1.000 3.076 2.482
N 2.376 2.809 3.094
C 3.507 3.481 2.323
C 4.719 2.603 2.611
C 4.277 1.343 3.329
C 2.807 1.306 3.034
C 2.421 3.347 4.542
H 0.929 4.958 -0.081
H -0.668 5.305 -0.693
H -0.268 3.683 -0.278
H -1.372 4.417 1.632
H -0.837 6.026 1.604
H 0.273 4.830 3.470
H 1.585 5.081 2.349
H 1.152 2.824 1.429
H 0.256 2.420 2.932
H 3.529 4.525 2.626
H 3.201 3.409 1.278
H 5.505 3.153 3.127
H 5.087 2.291 1.632
H 4.435 1.403 4.408
H 4.935 0.538 3.003
H 2.181 0.690 3.677
H 2.712 1.025 1.983
H 2.171 4.403 4.636
H 3.425 3.179 4.921
H 1.570 2.879 5.043
C 0.789 -4.115 0.003
C 2.032 -3.375 -0.518
C 2.439 -3.741 -1.968
C 1.730 -2.782 -2.969
N 1.847 -3.307 -4.419
C 3.219 -2.945 -5.022
C 3.215 -1.405 -5.269
C 1.765 -0.967 -5.240
C 1.025 -2.319 -5.278
C 1.534 -4.774 -4.731
H -0.077 -3.923 -0.632
H 0.602 -3.824 1.038
H 1.000 -5.185 0.029
H 2.732 -3.825 0.187
H 1.873 -2.311 -0.345
H 2.391 -4.805 -2.199
H 3.507 -3.562 -1.821
H 2.102 -1.760 -2.972
H 0.680 -2.681 -2.693
H 3.302 -3.367 -6.022
H 4.021 -3.232 -4.346
H 3.676 -1.344 -6.254
H 3.918 -1.024 -4.530
H 1.499 -0.318 -6.071
H 1.577 -0.469 -4.288
H 0.901 -2.724 -6.283
H 0.031 -2.442 -4.842
H 2.389 -5.445 -4.677
H 1.255 -4.736 -5.783
H 0.689 -5.047 -4.103
C -2.570 0.051 -4.357
C -2.711 -0.904 -3.162
C -3.549 -0.538 -1.915
C -5.061 -0.807 -1.822
P -5.857 -0.190 -0.283
C -7.492 -0.922 -0.235
C -8.302 -0.965 1.086
C -9.465 -1.969 1.084
C -10.647 -1.217 0.414
C -4.828 -0.740 1.101
C -4.661 -2.242 1.056
C -3.798 -2.780 2.194
C -2.257 -2.702 1.943
C -6.144 1.541 -0.467
C -4.851 2.393 -0.247
C -4.531 3.214 -1.467
C -3.462 4.218 -1.116
H -1.932 -0.448 -5.091
H -1.951 0.947 -4.259
H -3.495 0.415 -4.805
H -1.676 -1.006 -2.822
H -2.897 -1.900 -3.568
H -3.181 0.395 -1.484
H -3.117 -1.209 -1.165
H -5.293 -1.873 -1.812
H -5.653 -0.392 -2.640
H -7.325 -1.946 -0.577
H -8.046 -0.383 -1.007
H -8.555 -0.009 1.542
H -7.575 -1.394 1.785
H -9.772 -2.317 2.070
H -9.169 -2.903 0.604
H -11.120 -0.565 1.143
H -11.348 -1.989 0.093
H -10.296 -0.790 -0.525
H -5.250 -0.499 2.077
H -3.817 -0.343 0.978
H -4.403 -2.569 0.047
H -5.706 -2.557 1.155
H -4.051 -3.784 2.530
H -3.987 -2.120 3.044
H -1.841 -3.065 2.880
H -1.876 -1.704 1.737
H -1.960 -3.340 1.110
H -6.750 1.714 0.428
H -6.716 1.799 -1.356
H -4.005 1.849 0.174
H -5.089 3.222 0.422
H -5.439 3.796 -1.640
H -4.169 2.639 -2.322
H -2.621 3.618 -0.754
H -3.771 4.812 -0.255
H -3.018 4.832 -1.898
C -0.490 -0.142 0.214
C 0.309 0.288 -1.015
O 1.146 1.200 -0.847
O 0.182 -0.181 -2.180
H 0.013 -0.895 0.821
H -1.388 -0.672 -0.114
H -0.777 0.769 0.736
C -1.685 -0.078 4.130
C -1.054 0.441 5.410
O -1.371 -0.162 6.438
O -0.433 1.543 5.345
H -2.764 -0.161 4.246
H -1.149 -1.008 3.914
H -1.393 0.454 3.220
O 3.164 1.292 -2.695
C 4.075 2.259 -2.441
O 5.068 2.497 -3.158
O 4.076 3.029 -1.407
H 2.530 1.459 -1.972
```

Calculated values
**Frontier orbital gap**: 6.1 eV
**Charge**: +2

Atom charges from the Mulliken analysis, given in e for atoms 1 to 4: -1.45, -0.07, -1.07, 1.26

Formula: H4O2
Source: the OMol25 dataset
Level of theory: ωB97M-V with the def2-TZVPD basis set

Structure (XYZ):
```
6
Properties=species:S:1:pos:R:3
O 0.118 1.588 -0.046
H 0.984 1.893 -0.312
H 0.105 0.656 0.224
O -0.133 -1.236 0.309
H 0.021 -1.738 -0.515
H -1.095 -1.163 0.341
```

Calculated values
**SMILES**: O.O
**Frontier orbital gap**: 11.6 eV
**ΔE to the lowest compared entry with this formula, charge and spin**: 1.7 kcal per mole

Atom charges from the Mulliken analysis, given in e for atoms 1 to 4: -0.66, 0.30, 0.38, -0.71

Formula: C17H59I2O14PSi
Source: the OMol25 dataset
Level of theory: ωB97M-V with the def2-TZVPD basis set

Structure (XYZ):
```
94
Properties=species:S:1:pos:R:3
C 2.497 1.359 0.466
C 1.083 0.632 0.256
C 0.025 1.470 -0.612
I 0.764 1.440 -2.690
Si -1.762 0.797 -0.504
C -1.917 -1.107 -0.517
C -1.149 -1.855 0.645
O -0.226 -2.645 0.304
I -1.563 -1.690 2.759
P -2.921 1.724 1.181
O -3.848 0.647 1.825
H 2.546 1.675 1.563
H 2.694 2.219 -0.248
H 3.305 0.553 0.333
H 0.566 0.381 1.255
H 1.222 -0.369 -0.285
H -0.002 2.584 -0.328
H -2.455 1.274 -1.727
H -1.494 -1.468 -1.524
H -3.041 -1.343 -0.444
H -2.069 2.379 2.131
H -3.810 2.714 0.606
C -4.134 -4.651 0.391
O -2.975 -4.576 1.208
H -4.910 -5.193 0.931
H -4.491 -3.643 0.161
H -3.899 -5.181 -0.535
H -2.305 -4.092 0.709
C 4.918 3.338 -3.317
O 4.742 1.943 -3.505
H 5.985 3.560 -3.317
H 4.436 3.885 -4.131
H 4.487 3.640 -2.358
H 3.792 1.772 -3.501
C -2.480 -4.288 -2.812
O -3.165 -3.049 -2.660
H -1.849 -4.453 -1.937
H -3.203 -5.100 -2.894
H -1.854 -4.255 -3.707
H -3.713 -2.928 -3.444
C 1.490 5.248 -0.648
O 0.168 5.059 -0.155
H 1.884 4.287 -0.980
H 1.471 5.943 -1.491
H 2.125 5.643 0.149
H -0.154 5.923 0.131
C 1.896 -1.711 4.348
O 2.916 -1.627 3.362
H 2.099 -0.975 5.127
H 0.926 -1.498 3.892
H 1.890 -2.712 4.787
H 2.714 -2.285 2.686
C -1.762 5.647 2.646
O -1.285 4.313 2.545
H -2.829 5.623 2.869
H -1.237 6.168 3.451
H -1.603 6.170 1.699
H -0.341 4.362 2.348
C 5.160 5.775 1.668
O 3.762 5.986 1.524
H 5.653 6.046 0.735
H 5.547 6.400 2.476
H 5.354 4.722 1.886
H 3.349 5.739 2.361
C -3.912 -6.706 -6.062
O -3.701 -6.461 -4.678
H -3.628 -5.815 -6.623
H -3.295 -7.548 -6.387
H -4.967 -6.926 -6.243
H -3.958 -7.262 -4.205
C 2.284 -4.740 -1.269
O 0.962 -4.922 -0.788
H 2.680 -5.705 -1.585
H 2.275 -4.056 -2.122
H 2.912 -4.335 -0.470
H 0.634 -4.053 -0.514
C 4.683 -7.531 0.621
O 3.785 -8.174 -0.272
H 5.666 -7.992 0.523
H 4.755 -6.470 0.370
H 4.328 -7.651 1.648
H 2.924 -7.749 -0.166
C -5.039 -0.985 5.354
O -4.643 0.364 5.158
H -5.428 -1.095 6.367
H -5.821 -1.245 4.636
H -4.177 -1.644 5.225
H -4.303 0.434 4.253
C -0.681 8.549 -1.736
O 0.493 8.606 -0.937
H -1.449 7.998 -1.194
H -1.039 9.562 -1.940
H -0.464 8.035 -2.676
H 1.155 9.097 -1.438
```

Calculated values
**Frontier orbital gap**: 9.1 eV
**ΔE to the lowest compared entry with this formula, charge and spin**: 39.7 kcal per mole

Atom charges from the Mulliken analysis, given in e for atoms 1 to 4: -0.80, 0.16, -0.28, 0.08

no.,electronic energy (hartree)
1,-8343.8258
2,-3331.9856
3,-152.8722
4,-2962.4337